Below is a 2-piece molecular cluster, C9H11N3 overall at a distorted geometry, with properties calculated with ωB97M-V/def2-TZVPD.

Atoms and positions in Å:
N 3.72 -0.39 0.08
C 2.31 -0.50 0.13
C 1.67 -0.27 1.33
C 0.33 -0.40 1.37
C -0.40 -0.82 0.21
C -1.77 -0.94 0.28
N -2.78 -0.80 1.00
N -2.87 -1.43 -0.40
C 0.27 -1.00 -1.01
C 1.64 -0.91 -1.06
H 4.28 -0.21 0.93
H 4.12 -0.53 -0.88
H 2.32 -0.13 2.15
H -0.34 -0.16 2.21
H -3.47 -0.75 -0.98
H -0.20 -1.50 -1.84
H 2.07 -0.82 -2.02
C -1.64 2.31 0.31
C -2.00 1.59 -0.74
H -2.34 2.28 1.12
H -0.58 2.36 0.38
H -1.32 1.48 -1.56
H -3.04 1.54 -1.01

E_HOMO = -0.28765 Ha
LUMO energy = 0.0120 Eh
electronic energy = -513.637786 Ha

natural (NBO) charges in e: -0.821, 0.233, -0.299, -0.088, -0.211, 0.368, -0.261, -0.535, -0.111, -0.298, 0.406, 0.402, 0.215, 0.233, 0.330, 0.226, 0.214, -0.392, -0.383, 0.208, 0.193, 0.185, 0.185

=====

Below is one molecule with the formula C9H11N3O3 at a distorted geometry, with properties calculated with ωB97M-V/def2-TZVPD.

Atoms and positions in Å:
C -2.58 -1.56 -2.69
C -2.89 -1.03 -1.43
C -1.24 -1.98 -2.97
C -1.90 -0.81 -0.47
C -0.26 -1.70 -2.05
C -0.54 -1.25 -0.73
C 2.52 0.71 1.67
C 1.46 -0.49 2.05
C 0.82 2.09 0.73
N 1.74 1.86 1.70
N 0.29 -0.38 1.31
N 0.01 3.20 0.82
O 0.17 3.92 1.83
O -0.67 3.46 -0.18
O 0.54 -0.98 0.08
H -3.25 -2.00 -3.45
H -3.95 -1.01 -1.23
H -0.92 -2.49 -3.86
H -2.27 -0.49 0.48
H 0.66 -2.25 -2.18
H 3.37 0.60 2.49
H 3.12 0.47 0.81
H 2.07 -1.39 1.76
H 1.25 -0.38 3.16
H 0.83 1.45 -0.23
H 1.60 2.43 2.58

E_HOMO (spin up / spin down) = -0.28579 / -0.31436 Ha
LUMO energy (spin up / spin down) = -0.0401 / -0.0277 Eh
electronic energy = -739.253029 Ha

natural (NBO) charges in e: -0.222, -0.202, -0.187, -0.263, -0.265, 0.286, -0.223, -0.312, 0.152, -0.560, -0.066, 0.413, -0.478, -0.397, -0.368, 0.218, 0.222, 0.216, 0.238, 0.215, 0.224, 0.221, 0.222, 0.223, 0.244, 0.450

=====

Below is an isolated ion of composition C9H11N4O and charge +1 at a distorted geometry, with properties calculated with ωB97M-V/def2-TZVPD.

Atoms and positions in Å:
C 0.53 -2.63 -0.04
C -0.44 -1.60 -0.30
C 1.36 -0.02 0.01
C 0.03 -0.20 -0.21
C 2.28 -1.13 0.11
C -1.73 -1.83 -0.34
C 1.97 1.32 0.03
C -0.92 0.90 -0.55
C -2.24 0.92 0.38
N 1.79 -2.38 0.10
N 3.23 1.53 0.02
N -3.06 -0.07 -0.21
N 3.54 -1.01 0.31
O -4.01 -0.52 0.63
H 0.20 -3.68 0.07
H -2.41 -2.54 -0.44
H 1.33 2.21 -0.04
H -0.32 1.85 -0.66
H -1.26 0.92 -1.53
H -2.07 0.95 1.45
H -2.82 1.77 0.10
H 3.56 2.56 0.17
H 3.93 -0.08 0.37
H 4.06 -1.84 0.04
H -4.42 -1.12 0.01

E_HOMO (spin up / spin down) = -0.44692 / -0.44684 Ha
LUMO energy (spin up / spin down) = -0.1905 / -0.1933 Eh
electronic energy = -643.352227 Ha
charge = +1

natural (NBO) charges in e: 0.234, -0.302, -0.219, 0.203, 0.513, 0.138, 0.129, -0.459, -0.270, -0.467, -0.649, -0.034, -0.646, -0.493, 0.226, 0.181, 0.185, 0.237, 0.261, 0.218, 0.242, 0.396, 0.459, 0.431, 0.485

=====

Below is a 2-piece molecular cluster, C9H11N5O6 overall at a distorted geometry, with properties calculated with ωB97M-V/def2-TZVPD.

Atoms and positions in Å:
O -1.76 -1.98 -2.95
N -1.28 -0.92 -2.51
O -0.51 -0.19 -3.19
C -1.62 -0.47 -1.19
C -2.50 -1.30 -0.41
C -2.95 -0.90 0.83
N -3.74 -1.80 1.65
O -4.12 -1.46 2.80
O -4.02 -2.91 1.15
C -2.64 0.46 1.23
N -3.17 1.17 2.24
O -2.65 2.43 2.09
N -1.74 2.53 0.97
C -1.73 1.26 0.48
C -1.17 0.79 -0.74
H -2.76 -2.28 -0.79
H -0.83 1.55 -1.43
C 4.02 -0.32 1.19
C 3.33 0.54 0.18
O 4.16 0.58 -0.98
C 1.92 0.05 -0.17
N 1.13 0.85 -1.05
H 3.45 -0.37 2.12
H 4.16 -1.34 0.83
H 5.01 0.07 1.43
H 3.24 1.56 0.58
H 3.63 0.97 -1.70
H 1.97 -0.98 -0.56
H 1.32 0.07 0.76
H 0.75 0.46 -1.96
H 1.08 1.88 -0.91

E_HOMO = -0.34350 Ha
LUMO energy = -0.0911 Eh
electronic energy = -1074.429535 Ha

natural (NBO) charges in e: -0.343, 0.505, -0.418, -0.048, -0.103, -0.002, 0.500, -0.340, -0.371, 0.057, 0.004, -0.117, -0.045, 0.095, -0.060, 0.292, 0.255, -0.621, 0.090, -0.716, -0.246, -0.841, 0.212, 0.214, 0.228, 0.149, 0.470, 0.210, 0.177, 0.427, 0.387

=====

Below is C9H11NO2 as an isolated structure at a distorted geometry, with properties calculated with ωB97M-V/def2-TZVPD.

Atoms and positions in Å:
C -1.42 -0.47 1.22
C -0.27 -1.26 1.56
C 0.72 -1.54 0.45
C 1.20 -0.27 -0.29
C 0.35 0.33 -1.29
C 0.90 1.44 -1.92
C 1.97 2.18 -1.48
C 2.91 1.58 -0.47
C 2.34 0.34 0.08
H -4.01 -1.41 0.16
H -2.08 -2.49 0.40
H -0.48 -2.14 2.13
H 0.51 -0.47 2.40
H 1.48 -1.79 0.82
H 0.33 -1.87 -0.31
H -0.22 -0.38 -1.46
H 0.23 1.88 -2.74
H 2.29 3.14 -2.12
H 3.79 1.94 -0.23
H 3.17 -0.10 0.66
N -2.20 -1.29 0.25
O -3.46 -0.71 0.01
O -1.76 0.55 1.42

E_HOMO = -0.32822 Ha
LUMO energy = 0.0185 Eh
electronic energy = -554.456476 Ha

natural (NBO) charges in e: 0.660, -0.463, -0.396, 0.010, -0.202, -0.220, -0.214, -0.158, -0.234, 0.455, 0.353, 0.233, 0.201, 0.196, 0.204, 0.202, 0.214, 0.220, 0.194, 0.202, -0.443, -0.532, -0.481

=====

Below is C9H11NO3 as an isolated structure at a distorted geometry, with properties calculated with ωB97M-V/def2-TZVPD.

Atoms and positions in Å:
C -3.53 0.25 -0.39
C -2.71 0.39 0.93
C -0.45 0.67 -0.24
C 0.96 0.11 -0.17
C 1.08 -1.24 -0.34
C 2.35 -1.85 -0.40
C 3.41 -1.04 -0.01
C 3.34 0.25 0.20
C 2.06 0.93 -0.03
H -2.96 -1.57 0.06
H -4.52 0.88 -0.50
H -2.61 0.67 -1.04
H -2.48 1.62 0.99
H -2.90 0.14 2.05
H -0.62 -0.22 1.56
H 0.23 -1.76 -0.93
H 2.53 -2.95 -0.63
H 4.36 -1.59 0.07
H 4.19 0.96 0.36
H 2.68 2.76 -0.22
N -1.39 -0.19 0.52
O -4.04 -1.12 -0.64
O -0.76 1.61 -0.89
O 1.78 2.28 -0.33

E_HOMO = -0.33212 Ha
LUMO energy = 0.0133 Eh
electronic energy = -629.810742 Ha

natural (NBO) charges in e: -0.119, -0.300, 0.697, -0.256, -0.166, -0.234, -0.204, -0.283, 0.360, 0.452, 0.200, 0.211, 0.196, 0.233, 0.395, 0.239, 0.230, 0.220, 0.219, 0.481, -0.694, -0.695, -0.534, -0.646

=====

> What is the formula in the fourth record?

C9H11N5O6

=====

> What is the formula in the fifth record?

C9H11NO2